1.
84
Properties=species:S:1:pos:R:3:forces:R:3:lowdin_charge:R:1 method="wB97M-V/def2-TZVPD" e_lumo_ev="-0.64 / -0.74" homo_ev="-7.19 / -7.30" largest_force_ev_per_a=0.7 orbital_gap_ev="6.55 / 6.56"
Mo 0.321956 0.134498 -0.389284 -0.62 -0.16 0.17 1.37
C -0.895911 -1.604389 -2.900810 0.05 -0.02 -0.01 -0.06
N -1.385253 -0.961445 -1.675796 -0.02 0.00 0.04 -0.32
C -2.521188 -0.089375 -2.014724 0.04 0.01 0.01 -0.07
C -1.824234 -2.001530 -0.735344 -0.08 0.01 0.04 -0.20
C -2.104238 -1.399533 0.625518 0.01 -0.02 -0.05 -0.19
N -1.118837 -0.348524 0.923942 -0.09 -0.06 0.34 -0.18
C -1.220431 0.087927 2.266742 0.02 0.07 -0.08 -0.19
C -1.383325 1.439283 2.578747 -0.03 -0.01 -0.05 -0.20
F -1.496996 2.335196 1.591991 -0.03 0.04 -0.05 0.05
C -1.441565 1.906150 3.874793 0.00 -0.02 0.05 -0.22
F -1.590293 3.220603 4.077612 0.00 0.01 0.00 0.10
C -1.365977 1.046574 4.951497 -0.03 -0.02 -0.01 0.08
C -1.236803 -0.295150 4.670932 -0.03 0.04 -0.01 -0.22
F -1.153374 -1.180590 5.670838 0.01 -0.01 0.02 0.10
C -1.166510 -0.767380 3.371371 0.01 -0.05 0.04 -0.16
F -1.004399 -2.091479 3.220083 -0.03 0.00 0.00 0.08
H -1.700221 -2.190367 -3.364800 0.01 -0.01 0.00 0.09
H -0.557502 -0.848405 -3.608554 -0.01 -0.01 0.01 0.08
H -0.065374 -2.264367 -2.655926 0.01 0.03 -0.01 0.08
H -3.369213 -0.686087 -2.374564 0.01 -0.01 -0.02 0.10
H -2.834632 0.475523 -1.138085 0.00 0.00 0.00 0.08
H -2.231025 0.608146 -2.799833 0.00 0.00 0.01 0.08
H -2.726786 -2.499518 -1.115678 0.03 -0.05 -0.01 0.13
H -1.025705 -2.738704 -0.656147 0.03 0.06 0.00 0.12
H -3.118429 -0.988068 0.691264 0.01 0.05 -0.06 0.12
H -2.039360 -2.204925 1.356452 -0.07 0.01 0.01 0.12
H -1.412667 1.408744 5.967689 0.00 0.00 0.00 0.14
C -4.578805 -1.539402 -5.322855 0.00 -0.01 -0.02 -0.08
O -4.813634 -0.153748 -5.153886 0.01 0.01 0.00 -0.08
C -3.831813 0.700952 -5.544893 0.04 0.00 -0.01 -0.29
C -2.570029 0.302779 -5.975600 -0.03 0.00 0.02 -0.01
C -1.624748 1.261740 -6.316731 0.07 0.03 -0.02 -0.02
C -1.932628 2.611668 -6.250814 -0.02 -0.02 0.05 -0.28
C -3.218919 2.998947 -5.889117 0.03 0.07 0.00 -0.03
C -4.152771 2.057050 -5.511333 -0.04 -0.01 0.02 0.01
N -1.015995 3.648870 -6.656002 0.02 -0.05 -0.02 0.08
N 0.116318 3.736521 -6.162604 0.01 0.02 -0.02 0.08
C 0.495028 2.867150 -5.078955 -0.05 -0.04 0.13 -0.24
C 1.510152 1.967395 -5.241233 -0.02 0.01 -0.04 -0.02
C 1.832640 1.041417 -4.230783 0.08 -0.08 -0.02 0.02
C 1.159982 1.062514 -3.034349 -0.03 0.07 0.08 -0.33
O 1.348542 0.191962 -2.055595 0.19 0.00 -0.42 -0.30
C 0.194876 2.075146 -2.805898 -0.10 0.09 -0.03 -0.15
N -0.387835 2.067247 -1.569065 0.15 -0.09 -0.13 0.04
C -1.306931 2.972804 -1.326593 0.01 0.04 0.11 -0.11
C -1.696991 3.945628 -2.267064 -0.01 0.00 0.05 -0.02
C -1.127545 3.957483 -3.504094 0.04 -0.05 -0.03 0.01
C -0.151477 2.983557 -3.818963 -0.07 0.07 -0.03 -0.09
H -5.488518 -2.041068 -5.005771 0.00 0.00 0.00 0.10
H -3.743620 -1.884263 -4.706998 0.00 0.01 0.01 0.07
H -4.375787 -1.780189 -6.369508 -0.01 0.00 0.01 0.10
H -2.306838 -0.742312 -6.050130 0.00 -0.01 0.00 0.11
H -0.645226 0.945513 -6.647003 0.00 -0.01 0.00 0.12
H -3.471741 4.052129 -5.898148 -0.02 -0.01 0.01 0.12
H -5.149315 2.345817 -5.204886 0.00 0.01 0.00 0.12
H 2.028670 1.931768 -6.191764 0.01 -0.02 0.01 0.12
H 2.597593 0.292085 -4.386865 0.00 0.02 -0.03 0.12
H -1.771811 2.952739 -0.354085 0.01 -0.02 0.02 0.10
H -2.446221 4.672945 -1.987925 0.00 0.00 0.01 0.11
H -1.406599 4.702773 -4.236223 0.00 0.01 -0.02 0.12
F 3.271301 -5.390957 0.381465 -0.02 0.03 -0.01 0.04
C 2.656628 -4.193292 0.217593 0.00 -0.02 0.00 -0.29
C 1.917483 -3.666555 1.255122 0.05 -0.04 0.01 -0.01
C 1.306005 -2.433912 1.077673 -0.03 0.10 0.07 -0.13
C 1.379357 -1.707106 -0.119080 0.30 -0.11 -0.23 -0.28
C 2.148630 -2.297107 -1.132247 0.03 -0.10 0.05 -0.13
C 2.791131 -3.523556 -0.977705 -0.04 0.03 0.00 -0.02
H 1.843506 -4.201283 2.193352 0.00 0.00 0.00 0.12
H 0.775364 -2.026629 1.924103 0.00 0.03 0.00 0.07
H 2.274898 -1.778426 -2.073042 0.02 -0.02 0.00 0.08
H 3.388422 -3.954402 -1.771166 0.00 0.01 0.00 0.11
S 1.522193 1.373804 1.062262 0.27 0.25 0.10 0.67
C 2.494834 0.410767 2.205575 -0.14 0.00 0.00 -0.60
C 2.073471 0.308515 3.526760 0.04 -0.04 0.02 -0.12
C 2.796027 -0.462542 4.428729 -0.02 0.04 -0.02 -0.08
C 3.951591 -1.111067 4.018370 0.01 -0.01 0.01 -0.09
C 4.387570 -0.982130 2.705629 -0.02 -0.02 0.00 -0.08
C 3.661928 -0.226815 1.798936 -0.04 -0.01 -0.02 -0.12
H 1.176709 0.829015 3.844250 0.08 -0.01 -0.01 0.08
H 2.456478 -0.550907 5.453490 0.00 0.00 0.00 0.10
H 4.514538 -1.712646 4.720264 0.00 0.00 0.00 0.10
H 5.287891 -1.488179 2.381246 0.00 0.00 0.00 0.10
H 3.978734 -0.149715 0.766829 0.00 0.00 -0.01 0.11


2.
93
Properties=species:S:1:pos:R:3:forces:R:3:lowdin_charge:R:1 method="wB97M-V/def2-TZVPD" charge=+2 e_lumo_ev=-4.71 homo_ev=-12.74 relative_energy_ev=0.598 largest_force_ev_per_a=0.6 orbital_gap_ev=8.03
In -0.294592 -0.309762 -0.421269 0.30 -0.21 0.17 0.74
C 3.577296 -4.248270 3.422356 0.00 -0.02 0.02 -0.06
C 3.981473 -2.971630 3.774417 -0.01 0.00 -0.01 -0.06
C 3.582848 -1.876258 3.020313 0.04 0.03 -0.05 -0.08
C 2.775937 -2.060672 1.904019 -0.25 0.01 -0.02 -0.35
C 2.373430 -3.350155 1.551956 -0.05 0.02 -0.04 -0.10
C 2.776714 -4.438386 2.303772 -0.02 -0.02 0.00 -0.07
P 2.184481 -0.716463 0.838322 0.11 0.51 -0.23 1.07
C 2.818346 0.859266 1.486424 0.08 -0.11 -0.07 -0.41
C 3.426341 1.775710 0.632391 0.07 -0.10 -0.10 -0.10
C 3.751224 3.045258 1.084726 0.02 0.07 0.03 -0.06
C 3.476537 3.412365 2.391863 0.01 0.00 -0.02 -0.06
C 2.874891 2.502233 3.250730 0.03 0.05 0.03 -0.07
C 2.541378 1.238716 2.799413 -0.10 -0.07 0.01 -0.14
C 3.063167 -0.959977 -0.735047 -0.16 -0.09 0.00 -0.32
C 4.417824 -1.183782 -0.708404 -0.03 -0.03 0.06 -0.07
C 5.147719 -1.400188 -1.887942 -0.11 0.01 -0.16 -0.04
C 4.494901 -1.399647 -3.089582 0.09 0.00 0.19 0.00
C 3.100596 -1.181325 -3.163005 0.05 -0.01 -0.07 -0.15
C 2.450751 -1.188381 -4.422820 -0.09 0.02 0.06 -0.01
C 1.108845 -0.980142 -4.515793 0.10 0.00 0.01 -0.06
C 0.364712 -0.743911 -3.342210 -0.31 -0.06 -0.09 -0.14
C 0.944808 -0.726482 -2.103281 0.06 0.04 0.14 -0.22
C 2.351149 -0.952572 -1.980618 0.03 0.04 0.19 -0.19
H 3.895223 -5.097539 4.009509 0.02 -0.04 0.03 0.11
H 4.621060 -2.823563 4.631578 0.04 0.01 0.06 0.11
H 3.929564 -0.890836 3.292856 0.01 0.07 0.02 0.10
H 1.771716 -3.506999 0.662196 -0.02 0.01 -0.01 0.10
H 2.476935 -5.435377 2.014145 -0.01 -0.06 -0.02 0.11
H 3.662956 1.496238 -0.387587 -0.03 0.02 0.03 0.11
H 4.233252 3.742963 0.415312 0.02 0.04 -0.03 0.12
H 3.742708 4.397140 2.746930 0.01 0.06 0.02 0.11
H 2.678858 2.775599 4.277056 -0.03 0.03 0.08 0.11
H 2.065575 0.539891 3.474914 -0.03 -0.05 0.05 0.09
H 4.939491 -1.199088 0.241914 0.00 0.00 0.01 0.12
H 6.212705 -1.568932 -1.837792 0.06 -0.02 0.00 0.12
H 5.037723 -1.571870 -4.008301 0.05 -0.01 -0.06 0.12
H 3.044824 -1.367521 -5.307000 0.05 -0.02 -0.08 0.12
H 0.610801 -0.995280 -5.473136 -0.04 -0.01 -0.10 0.11
H -0.708704 -0.598833 -3.443536 0.11 0.04 0.00 0.08
Cl 0.119401 2.384714 0.582385 0.00 0.02 0.19 0.65
C -1.313337 3.249230 1.262238 0.18 0.23 -0.17 -0.87
Cl -2.487558 2.179846 1.987609 0.01 -0.14 0.08 0.63
H -1.766124 3.790597 0.434955 -0.02 -0.03 0.14 0.02
H -0.900041 3.910326 2.019969 -0.10 -0.04 -0.10 0.05
C -1.593801 -1.243922 5.062797 0.02 0.03 0.02 -0.13
C -0.702407 -0.202955 4.416384 0.04 0.00 0.09 -0.16
N -0.552129 -0.507261 2.992900 -0.13 0.13 -0.04 0.08
C -1.050953 -1.597601 2.374169 0.35 -0.20 -0.11 -0.37
N -1.203795 -1.578541 1.049001 -0.07 0.00 -0.10 -0.05
C -1.557931 -2.833830 0.369415 -0.22 -0.06 -0.12 -0.23
C -2.409647 -3.730939 1.246864 0.08 -0.02 -0.08 -0.14
C -1.661045 -3.957292 2.539825 0.02 -0.17 -0.12 -0.13
N -1.307274 -2.676954 3.128630 -0.22 0.25 -0.05 -0.02
C -1.155244 -2.609945 4.575669 0.17 -0.05 0.19 -0.12
H -2.635167 -1.079046 4.777076 0.00 0.00 0.03 0.13
H -1.529014 -1.178948 6.147491 0.03 0.01 -0.01 0.13
H 0.283889 -0.195213 4.886987 -0.03 -0.03 0.03 0.12
H -1.130871 0.795761 4.514312 0.01 -0.02 -0.01 0.11
H -0.335085 0.272175 2.397805 -0.06 0.12 -0.09 0.04
H -0.645808 -3.363552 0.061910 -0.09 -0.01 0.00 0.11
H -2.108912 -2.574168 -0.542526 0.07 -0.07 0.05 0.11
H -2.594713 -4.681145 0.749596 -0.01 -0.02 -0.03 0.13
H -3.372564 -3.257199 1.443629 -0.01 0.01 0.02 0.13
H -0.747359 -4.534430 2.356645 -0.06 -0.05 0.03 0.13
H -2.261345 -4.504530 3.266211 -0.02 0.02 -0.07 0.13
H -0.111183 -2.805372 4.849702 -0.05 0.00 0.04 0.14
H -1.766840 -3.404022 5.006756 0.04 0.10 -0.03 0.13
N -1.999369 0.711807 -1.361630 -0.03 -0.09 0.15 -0.38
S -1.789253 2.036868 -2.251305 -0.01 0.06 -0.19 1.04
C -3.068201 3.210485 -1.806547 -0.05 -0.21 0.02 -0.42
C -2.961393 4.484349 -2.347874 0.01 0.02 0.00 -0.07
C -3.929939 5.423363 -2.040900 -0.02 0.03 0.02 -0.05
C -4.985095 5.088497 -1.200389 0.03 0.03 -0.03 -0.05
C -5.074883 3.815746 -0.662156 0.06 -0.04 -0.01 -0.05
C -4.109801 2.862706 -0.962097 0.03 -0.09 -0.04 -0.11
C -2.229606 1.696396 -3.944300 -0.08 -0.01 0.12 -0.41
C -3.462104 1.137153 -4.264387 0.01 0.04 0.00 -0.06
C -3.756813 0.889316 -5.593092 0.00 0.01 0.06 -0.04
C -2.833876 1.215240 -6.581376 -0.01 -0.01 0.01 -0.04
C -1.615094 1.782518 -6.249604 0.03 0.00 0.01 -0.05
C -1.300118 2.021501 -4.918917 0.03 -0.04 0.03 -0.08
H -2.866009 0.221414 -1.561135 -0.03 0.04 0.09 0.03
H -2.142580 4.738507 -3.006412 0.08 0.03 -0.06 0.12
H -3.862017 6.418190 -2.455829 0.00 0.04 -0.02 0.12
H -5.738461 5.825840 -0.966016 -0.04 0.04 0.01 0.12
H -5.894533 3.559951 -0.008372 -0.06 -0.03 0.05 0.12
H -4.164951 1.871213 -0.532240 0.01 0.01 -0.01 0.09
H -4.192268 0.916320 -3.495730 -0.03 0.00 0.04 0.12
H -4.710207 0.458161 -5.863001 -0.02 -0.02 0.00 0.12
H -3.073037 1.026173 -7.617227 -0.02 0.00 -0.07 0.12
H -0.905426 2.037362 -7.022743 0.04 0.01 -0.04 0.12
H -0.343570 2.443607 -4.644917 0.06 0.04 0.02 0.12


3.
27
Properties=species:S:1:pos:R:3:forces:R:3:lowdin_charge:R:1 method="wB97M-V/def2-TZVPD" e_lumo_ev=-0.09 homo_ev=-8.49 relative_energy_ev=1.381 largest_force_ev_per_a=3.4 orbital_gap_ev=8.39
C 4.147872 0.510622 1.094038 1.48 -0.43 2.26 -0.10
C 3.888587 1.341447 0.115527 -1.12 -1.48 -0.65 -0.08
C 3.315880 -0.711277 0.977113 1.53 -1.07 -2.01 -0.22
C 2.902766 0.664531 -0.673451 -1.40 0.17 -1.27 -0.26
C -2.360030 -2.197509 -0.186831 1.84 0.63 -0.08 -0.07
C -3.189994 0.019773 0.845935 -1.50 -2.98 0.62 -0.07
C -1.471265 -0.085260 -0.947708 -0.07 0.25 1.16 -0.33
C -1.994824 -0.799359 0.310308 -2.35 0.41 -1.06 -0.39
C -0.970604 1.275782 -0.725491 0.54 2.02 0.55 -1.15
N 2.573230 -0.483784 -0.244911 -1.60 -0.48 0.13 0.00
S -1.849199 2.349339 -1.840409 0.40 0.75 0.25 0.77
S 0.075834 1.790592 0.415359 -0.46 -0.22 -0.38 0.69
H 4.908638 0.636251 1.853000 -0.05 0.03 0.08 0.10
H 4.331533 2.162877 -0.280087 1.45 2.62 -0.25 0.07
H 4.010929 -1.577969 0.515059 -1.25 1.30 2.07 0.18
H 2.369414 1.097749 -1.531931 0.54 -0.26 0.11 0.11
H -2.755704 -2.785929 0.568430 -0.86 -1.29 1.41 0.06
H -1.494441 -2.685231 -0.605926 0.99 -0.37 0.57 0.08
H -2.928348 -2.293029 -1.069834 -1.66 0.81 -0.79 0.07
H -2.976599 0.993732 0.562094 -0.18 2.17 0.26 0.02
H -4.141078 -0.311910 0.358246 0.65 0.41 0.16 0.09
H -3.367112 -0.148491 1.950459 0.39 0.54 -1.16 0.10
H -0.717083 -0.727393 -1.275196 1.68 -0.71 -0.97 0.10
H -2.187367 0.042671 -1.741573 -0.83 -0.86 -0.14 0.08
H -1.358213 -0.785617 1.172086 1.33 -0.36 -0.24 0.12
H -1.435474 3.617329 -1.469314 0.00 -1.10 -0.03 -0.09
H 2.672641 -0.909937 1.855006 0.49 -0.50 -0.59 0.13


4.
13
Properties=species:S:1:pos:R:3:forces:R:3:lowdin_charge:R:1 method="wB97M-V/def2-TZVPD" charge=-1 e_lumo_ev="3.97 / 3.76" spin_multiplicity=2 homo_ev="-0.28 / -3.09" relative_energy_ev=0.981 largest_force_ev_per_a=2.4 orbital_gap_ev="4.26 / 6.85"
S 2.717581 1.308657 -1.676704 0.63 0.19 1.57 -0.37
H 3.405287 1.540943 -0.453203 -0.81 -0.27 -1.43 -0.42
C -0.542012 -0.305484 1.439944 -0.35 0.34 2.00 -0.24
N -0.388074 -0.832958 0.048001 0.55 1.83 0.86 -0.15
C -0.718068 0.261656 -0.958166 -0.48 -0.86 -2.23 -0.17
H 0.030556 -0.832701 2.247552 -0.16 -0.26 -1.30 0.05
H -0.139105 0.749980 1.548204 -0.96 -1.14 -0.68 0.10
H -1.616597 -0.479892 1.774635 1.04 0.70 -0.73 0.03
H -0.927118 -1.731511 -0.063194 -0.74 -0.42 -0.07 -0.04
H 0.599172 -1.110959 -0.026962 0.10 0.26 -0.57 0.08
H -1.768500 0.668206 -0.921870 1.23 -0.36 1.04 0.07
H -0.777593 -0.227685 -1.996417 0.63 0.39 1.44 0.07
H 0.124470 0.991749 -0.961821 -0.68 -0.39 0.08 -0.02